60
Properties=species:S:1:pos:R:3:mulliken_charge:R:1 method="wB97M-V/def2-TZVPD" energy_ev=-297574.731 homo_ev=-4.7 e_above_lowest_kcal_mol=367.8 gap_ev=1.15
C 6.1101 -0.6413 0.8143 -0.5091
C 6.1095 0.8552 1.5513 -0.2987
O 4.8933 1.6006 1.1823 -0.2878
C 5.0850 2.4153 -0.0297 -0.4736
C 4.5779 1.5994 -1.3898 -0.4486
O 3.3174 0.8431 -1.1672 -0.1754
C 3.3041 -0.4166 -1.9348 -0.6934
C 2.1645 -1.5022 -1.4191 0.1015
O 0.8271 -1.1215 -1.9014 -0.2439
C -0.2093 -1.9275 -1.1734 -0.4722
C -1.0296 -0.8595 -0.2378 0.4950
C -0.8963 -0.8611 1.3541 -0.7021
N -1.5286 -0.0319 2.3769 -0.7814
N -2.3062 0.8919 1.7806 0.6960
C -2.5867 1.1584 0.3742 0.4079
P -3.7334 2.6476 -0.0852 0.0609
O -5.3110 2.0564 -0.5494 -0.1454
Br -2.7799 3.5280 -2.0008 -0.2600
C -2.0034 0.2892 -0.8384 -0.0933
H 5.0154 -0.9957 0.5410 0.0897
H 6.7312 -0.6102 -0.2009 0.1700
H 6.6508 -1.4532 1.4850 0.2886
H 6.0719 0.7112 2.7264 0.2276
H 7.1160 1.3825 1.2305 0.2323
H 4.4688 3.4182 0.1148 0.2455
H 6.2038 2.7527 -0.2057 0.2909
H 4.4649 2.4177 -2.2414 0.2769
H 5.4842 0.9179 -1.7129 0.2894
H 4.3521 -0.9450 -1.7356 0.2694
H 3.1929 -0.1904 -3.1007 0.2771
H 2.4266 -2.5320 -1.9635 -0.1678
H 2.2393 -1.6562 -0.2566 0.3638
H -0.9003 -2.3635 -2.0419 0.4034
H 0.2544 -2.8288 -0.5857 0.0200
H -0.1460 -1.6854 1.7868 0.2678
H -2.7957 1.5367 2.4751 -0.0236
H -5.8323 2.8526 -0.8664 0.3056
H -2.2305 0.4758 -1.9633 0.3549
O 2.9917 -4.3840 -1.4618 -0.6777
H 3.4213 -4.9855 -0.8354 0.3075
H 2.4902 -4.9729 -2.0454 0.3885
C -3.9167 0.9147 5.2422 -0.1937
Cl -4.2134 1.5236 6.8751 -0.2429
Cl -3.8301 2.2396 4.0752 -0.2300
H -2.9697 0.3695 5.2325 0.2728
H -4.7315 0.2439 4.9592 0.3437
O -4.6148 1.0291 -4.0539 -0.4890
H -4.2505 0.1767 -3.7722 0.3016
H -4.7315 1.5189 -3.2260 0.2648
Br -5.4323 0.7123 -6.2738 -0.4401
F -8.1629 -1.7950 -0.7172 -0.4756
Al -8.1323 -0.0497 -0.2738 0.7660
F -8.7133 0.1499 1.4191 -0.4889
F -9.2047 0.8720 -1.3892 -0.4762
F -6.4482 0.5744 -0.4080 -0.3864
Li -3.1047 3.3689 7.9447 0.8282
Na 1.0953 0.7814 0.9429 0.9020
F 3.7953 -1.9292 0.9377 -0.8920
Li 1.9953 -5.0326 -0.0141 0.8789
Br -0.1047 -3.0547 -3.3497 -0.6195